Entry from the OMol25 dataset: a cluster of 3 separate species, C30H42B2Br2ClN2O14P3 in total (wB97M-V/def2-TZVPD).

Atoms and positions in Å:
C1 -1.687 -2.032 -0.604
C2 -1.041 -0.841 -0.202
C3 0.050 0.364 0.142
C4 0.687 0.297 1.686
B1 0.272 -0.918 2.716
O1 -1.074 -1.195 3.255
O2 1.386 -1.818 3.158
C5 1.747 -2.770 2.094
C6 2.928 -2.239 1.079
C7 1.733 1.492 2.089
B2 2.391 1.437 3.631
N1 1.447 1.631 4.812
O3 3.852 1.165 3.840
C8 2.153 2.689 0.998
C9 3.223 3.813 1.619
Br1 5.215 3.564 1.496
C10 2.761 5.082 2.304
C11 1.129 5.402 2.405
Br2 4.119 6.372 3.087
C12 1.569 2.754 -0.553
C13 0.482 1.548 -0.957
C14 -0.117 1.568 -2.492
O4 -0.729 0.517 -3.096
C15 0.027 2.922 -3.447
C16 -0.915 3.010 -4.819
C17 -0.839 4.325 -5.848
C18 -1.685 4.469 -7.242
Cl1 -1.584 2.814 -8.147
C19 -3.225 4.998 -7.083
C20 -3.385 5.975 -5.770
C21 0.189 5.530 -5.364
C22 1.131 5.438 -3.984
P1 2.238 6.954 -3.636
N2 3.855 6.506 -4.316
O5 1.713 8.293 -4.625
C23 1.100 4.125 -3.004
C24 2.049 3.929 -1.643
O6 3.166 4.640 -1.474
H1 -2.210 -2.954 -1.100
H2 -1.085 -2.187 3.492
H3 0.758 -3.102 1.522
H4 2.165 -3.766 2.598
H5 3.759 -3.060 0.927
H6 2.501 -1.959 0.003
H7 3.482 -1.278 1.476
H8 0.486 1.601 4.393
H9 1.572 2.578 5.236
H10 4.274 0.917 2.944
H11 0.633 4.438 2.844
H12 0.770 5.489 1.271
H13 0.884 6.388 2.991
H14 -1.671 2.166 -5.147
H15 -1.096 5.231 -7.932
H16 -3.466 5.649 -8.055
H17 -3.932 4.064 -7.075
H18 -2.593 6.832 -5.890
H19 -4.505 6.382 -5.805
H20 -3.249 5.351 -4.770
H21 0.236 6.483 -6.058
H22 4.628 6.899 -3.735
H23 3.924 6.805 -5.322
H24 2.468 8.953 -4.778
C25 3.527 -8.554 1.728
O7 2.541 -8.035 0.856
P2 3.204 -7.355 -0.590
O8 3.306 -5.989 0.098
O9 1.748 -7.483 -1.353
C26 0.544 -7.278 -0.634
O10 3.867 -6.675 -2.036
C27 5.187 -7.107 -2.294
H25 3.031 -9.008 2.589
H26 4.113 -9.318 1.211
H27 4.185 -7.753 2.074
H28 0.653 -6.515 0.142
H29 0.226 -8.225 -0.190
H30 -0.232 -6.953 -1.335
H31 5.198 -8.192 -2.435
H32 5.841 -6.833 -1.465
H33 5.543 -6.626 -3.209
C28 -6.493 -1.583 6.859
O11 -5.695 -1.360 5.712
P3 -5.684 -2.701 4.620
O12 -4.467 -3.285 5.346
O13 -5.179 -1.731 3.386
C29 -4.282 -0.663 3.638
O14 -5.673 -4.043 3.528
C30 -6.748 -4.935 3.739
H34 -6.490 -0.679 7.471
H35 -7.520 -1.805 6.557
H36 -6.091 -2.414 7.443
H37 -3.566 -0.905 4.429
H38 -4.854 0.229 3.907
H39 -3.727 -0.448 2.719
H40 -7.696 -4.416 3.574
H41 -6.713 -5.331 4.756
H42 -6.666 -5.761 3.028

Properties
E_HOMO: -8.349 eV
structure (SMILES): C#Cc1c(B(O)OCC)c(B(N)O)c(/C(Br)=C(\C)Br)c2c1C(=O)c1cc([C@@H](Cl)CC)cc(P(N)O)c1C2=O.COP(=O)(OC)OC.COP(=O)(OC)OC
HOMO-LUMO gap: 5.595 eV
spin multiplicity: 1

=====

Entry from the OMol25 dataset: a cluster of 2 separate species, C2H9BN in total (wB97M-V/def2-TZVPD).

Atoms and positions in Å:
B1 -0.637 -0.751 -0.010
C1 -1.938 -1.840 0.210
C2 1.054 0.691 0.674
N1 1.364 1.546 -0.486
H1 -2.661 -1.599 -0.560
H2 -0.373 -0.596 -1.138
H3 -2.408 -1.863 1.183
H4 -1.523 -2.821 -0.011
H5 0.709 1.265 1.521
H6 1.871 0.028 0.919
H7 0.570 2.162 -0.697
H8 1.562 0.965 -1.311
H9 2.191 2.135 -0.300

Properties
E_HOMO: -14.129 eV
energy relative to the best compared isomer or geometry (same formula, charge and spin): 54.0 kcal/mol
HOMO-LUMO gap: 9.952 eV
spin multiplicity: 1
net charge: +1

=====

Entry from the OMol25 dataset: the molecule C4H9NO (wB97M-V/def2-TZVPD).

Atoms and positions in Å:
C1 1.294 0.930 -0.105
O1 0.514 -0.170 -0.456
C2 -0.475 -0.594 0.401
N1 -1.633 -0.410 -0.070
C3 -1.401 0.420 -1.486
C4 0.143 -1.245 1.621
H1 1.579 1.439 -1.034
H2 2.177 0.526 0.383
H3 0.779 1.651 0.549
H4 -0.482 0.773 -2.048
H5 -1.887 -0.261 -2.166
H6 -1.943 1.322 -1.246
H7 0.898 -1.956 1.256
H8 0.700 -0.488 2.194
H9 -0.537 -1.761 2.297

Properties
E_HOMO: -9.595 eV
energy relative to the best compared isomer or geometry (same formula, charge and spin): 77.7 kcal/mol
structure (SMILES): C/N=C(/C)OC
HOMO-LUMO gap: 10.540 eV
spin multiplicity: 1

=====

Entry from the OMol25 dataset: a structure of composition C20H45N2P3S2Yb (wB97M-V/def2-TZVPD).

Atoms and positions in Å:
Yb1 0.141 -0.153 -0.045
P1 -1.654 2.131 -0.049
P2 -2.071 -1.497 1.078
P3 1.867 1.351 -1.641
H1 -0.944 -2.548 -2.038
C1 0.079 -2.143 -2.057
C2 0.993 -2.429 -1.112
H2 0.781 -3.101 -0.265
C3 -2.752 2.226 -1.522
C4 -2.842 2.320 1.335
C5 -0.870 3.791 -0.048
C6 -1.700 -3.291 1.033
C7 -2.818 -1.316 2.738
C8 -3.537 -1.406 -0.021
C9 3.162 0.279 -2.365
C10 2.805 2.765 -0.963
C11 1.018 2.020 -3.130
H3 0.335 -1.593 -2.977
H4 2.045 -2.115 -1.197
H5 -3.404 3.111 -1.502
H6 -3.368 1.318 -1.570
H7 -2.130 2.251 -2.428
H8 -3.419 3.254 1.251
H9 -2.274 2.328 2.277
H10 -3.528 1.463 1.368
H11 -1.618 4.596 0.009
H12 -0.255 3.919 -0.950
H13 -0.204 3.849 0.825
H14 -2.552 -3.896 1.374
H15 -0.842 -3.481 1.691
H16 -1.410 -3.598 0.021
H17 -3.811 -1.789 2.779
H18 -2.916 -0.246 2.978
H19 -2.159 -1.762 3.498
H20 -4.282 -2.170 0.242
H21 -3.221 -1.559 -1.063
H22 -3.998 -0.410 0.041
H23 3.820 0.802 -3.074
H24 2.687 -0.574 -2.868
H25 3.757 -0.129 -1.538
H26 3.425 3.294 -1.703
H27 3.446 2.378 -0.160
H28 2.105 3.469 -0.500
H29 1.713 2.433 -3.874
H30 0.293 2.788 -2.825
H31 0.447 1.204 -3.600
C12 2.307 -0.721 -7.166
C13 1.581 -0.445 -8.342
C14 1.423 -1.441 -9.308
C15 1.994 -2.705 -9.119
C16 2.737 -2.974 -7.963
C17 2.903 -1.986 -6.991
S1 2.484 0.474 -5.909
H32 1.732 1.454 -6.451
H33 1.151 0.548 -8.470
H34 0.850 -1.226 -10.210
H35 1.863 -3.482 -9.873
H36 3.192 -3.951 -7.807
H37 3.484 -2.167 -6.086
C18 -0.960 1.141 5.746
N1 -0.223 1.191 4.483
C19 0.377 0.152 3.887
S2 1.157 0.368 2.358
N2 0.418 -1.051 4.563
C20 1.129 -1.150 5.851
H38 -1.055 0.110 6.104
H39 -1.957 1.564 5.615
H40 -0.438 1.749 6.494
H41 -0.220 2.051 3.920
H42 0.627 -1.826 3.937
H43 0.609 -1.868 6.490
H44 2.149 -1.515 5.688
H45 1.177 -0.176 6.346

Properties
E_HOMO (spin up / spin down): -15.454 / -15.454 eV
energy relative to the best compared isomer or geometry (same formula, charge and spin): 0.0 kcal/mol
expectation value of S²: 0.77
HOMO-LUMO gap (spin up / spin down): 7.781 / 4.023 eV
spin multiplicity: 2
net charge: +3

=====

Entry from the OMol25 dataset: the molecule C6H7ClO2S (wB97M-V/def2-TZVPD).

Atoms and positions in Å:
C1 -1.011 0.140 -0.056
C2 0.281 0.730 -0.040
C3 -2.278 0.831 0.054
C4 1.309 -1.273 -0.563
C5 0.528 -2.140 0.386
C6 0.524 2.235 0.173
O1 -2.511 2.035 0.091
O2 1.450 0.073 -0.270
S1 -1.224 -1.707 0.201
Cl1 -3.653 -0.292 -0.091
H1 2.447 -1.669 -0.689
H2 0.907 -1.440 -1.575
H3 0.582 -3.262 0.277
H4 0.929 -1.911 1.425
H5 0.569 2.786 -0.729
H6 1.498 2.337 0.708
H7 -0.346 2.528 0.698

Properties
E_HOMO: -8.456 eV
energy relative to the best compared isomer or geometry (same formula, charge and spin): 0.0 kcal/mol
structure (SMILES): CC1=C(C(=O)Cl)SCCO1
HOMO-LUMO gap: 8.371 eV
spin multiplicity: 1

=====

Entry from the OMol25 dataset: the molecule C3H4N6 (wB97M-V/def2-TZVPD).

Atoms and positions in Å:
C1 -0.080 -0.138 -0.532
C2 1.076 0.770 -0.673
C3 1.052 1.194 1.540
H1 -1.082 -2.954 -1.381
H2 -1.854 -1.843 -0.383
H3 1.462 0.946 -1.677
H4 1.827 1.100 2.334
N1 -1.217 -1.971 -1.208
N2 -0.089 -1.234 -1.180
N3 1.563 1.506 0.258
N4 -0.173 0.943 1.912
N5 -1.239 1.128 1.044
N6 -1.246 0.554 -0.053

Properties
E_HOMO: -9.465 eV
energy relative to the best compared isomer or geometry (same formula, charge and spin): 61.9 kcal/mol
structure (SMILES): N/N=c1/cncnnn1
HOMO-LUMO gap: 9.088 eV
spin multiplicity: 1